[1]
134
Properties=species:S:1:pos:R:3 method="wB97M-V/def2-TZVPD" lumo_ev=3.131 de_lowest_kj_mol=0.0 total_charge=-2 homo_energy_ev=-4.111 orbital_gap_ev=7.2417
Y -0.335 -0.233 0.199
O 5.867 -4.321 1.076
C 5.440 -3.532 1.939
O 5.824 -3.304 3.095
C 4.190 -2.704 1.474
C 3.807 -2.728 0.136
C 2.667 -2.059 -0.256
N 1.877 -1.391 0.594
C 2.245 -1.358 1.886
C 3.391 -1.986 2.352
C 1.293 -0.650 2.852
O 1.628 -0.511 4.018
O 0.167 -0.302 2.348
H 4.408 -3.289 -0.566
H 2.347 -2.084 -1.293
H 3.648 -1.925 3.400
C -5.443 -5.283 2.345
C -4.394 -5.948 1.499
C -4.393 -7.320 1.296
C -3.418 -7.935 0.524
C -2.416 -7.167 -0.045
C -2.393 -5.796 0.147
C -3.385 -5.174 0.907
N -3.406 -3.788 1.120
C -2.538 -2.874 0.507
N -2.553 -2.967 -0.837
C -1.638 -2.610 -1.864
C -0.568 -1.725 -1.652
C 0.239 -1.538 -2.788
C 0.015 -2.140 -4.016
C -1.064 -2.990 -4.168
C -1.902 -3.242 -3.093
C -3.076 -4.172 -3.292
N -1.896 -2.005 1.209
C -1.973 -2.114 2.625
C -2.984 -1.452 3.321
C -2.995 -1.430 4.707
C -2.007 -2.098 5.410
C -1.042 -2.816 4.721
C -1.020 -2.857 3.333
C -0.010 -3.709 2.618
H -6.224 -5.991 2.615
H -5.896 -4.448 1.809
H -5.005 -4.891 3.268
H -5.175 -7.918 1.751
H -3.437 -9.007 0.379
H -1.637 -7.634 -0.632
H -1.587 -5.210 -0.271
H -3.682 -3.510 2.051
H -3.269 -3.594 -1.165
H 1.107 -0.885 -2.736
H 0.672 -1.938 -4.854
H -1.259 -3.459 -5.125
H -3.084 -4.525 -4.322
H -4.023 -3.652 -3.114
H -3.026 -5.050 -2.641
H -3.761 -0.945 2.762
H -3.764 -0.875 5.227
H -1.989 -2.066 6.491
H -0.275 -3.351 5.266
H 0.930 -3.732 3.168
H 0.184 -3.336 1.612
H -0.386 -4.734 2.540
F 7.746 0.156 -4.992
C 6.611 0.367 -4.282
C 6.626 0.178 -2.915
C 5.462 0.420 -2.201
C 4.299 0.856 -2.830
C 4.317 0.999 -4.213
C 5.472 0.768 -4.949
Sb 2.506 1.220 -1.617
C 1.647 2.417 -3.220
C 0.420 2.011 -3.734
C -0.162 2.668 -4.809
C 0.504 3.742 -5.360
F -0.053 4.397 -6.406
C 1.734 4.162 -4.893
C 2.302 3.487 -3.823
C 3.584 2.773 -0.556
C 3.451 4.138 -0.770
C 4.207 5.049 -0.041
C 5.068 4.573 0.927
F 5.814 5.457 1.627
C 5.177 3.225 1.210
C 4.428 2.333 0.461
H 7.530 -0.153 -2.422
H 5.469 0.259 -1.131
H 3.420 1.303 -4.735
H 5.492 0.901 -6.023
H -0.095 1.163 -3.297
H -1.112 2.354 -5.218
H 2.237 4.994 -5.369
H 3.286 3.778 -3.476
H 2.738 4.516 -1.493
H 4.121 6.114 -0.205
H 5.827 2.888 2.004
H 4.487 1.275 0.693
N -2.177 1.152 1.922
C -2.366 2.476 2.356
C -1.660 2.963 3.462
C -1.774 4.298 3.823
C -2.591 5.153 3.095
C -3.333 4.664 2.035
C -3.242 3.325 1.678
S -2.423 6.932 3.336
O -2.283 7.151 4.764
O -3.592 7.544 2.724
O -1.179 7.218 2.595
H -1.801 0.553 2.648
H -2.985 0.772 1.451
H -1.008 2.285 4.001
H -1.234 4.706 4.667
H -3.982 5.349 1.503
H -3.815 2.934 0.844
Cl -2.848 0.162 -4.270
C -3.655 0.974 -2.902
Cl -4.488 2.420 -3.498
Cl -4.848 -0.148 -2.239
C -2.598 1.238 -1.808
N -2.283 0.465 -0.939
C 1.214 4.430 1.903
N 0.405 4.009 0.762
C -0.386 4.880 0.103
C -1.201 4.462 -0.908
C -1.206 3.086 -1.195
O -2.087 2.603 -2.059
N -0.367 2.256 -0.603
C 0.434 2.685 0.397
O 1.195 1.882 0.946
H 0.808 5.365 2.282
H 2.249 4.566 1.594
H 1.180 3.649 2.657
H -0.387 5.894 0.497
H -1.861 5.139 -1.424

---

[2]
121
Properties=species:S:1:pos:R:3 method="wB97M-V/def2-TZVPD" lumo_ev="-4.736 / -7.717" de_lowest_kj_mol=0.0 total_charge=+2 homo_energy_ev="-12.446 / -12.445" multiplicity=2 orbital_gap_ev="7.7102 / 4.7283"
Ir 0.446 0.479 0.262
N 1.773 -0.312 1.628
C 2.826 -1.173 1.026
C 2.832 -0.979 -0.481
O 3.629 -1.500 -1.210
O 1.848 -0.210 -0.920
H 2.211 0.461 2.123
H 1.217 -0.817 2.313
H 2.626 -2.223 1.232
H 3.810 -0.930 1.420
C -8.880 0.336 -4.095
C -7.506 0.229 -3.527
C -6.372 0.437 -4.331
C -5.106 0.302 -3.826
C -4.933 -0.040 -2.463
C -6.075 -0.212 -1.634
C -7.327 -0.095 -2.168
S -3.440 -0.256 -1.692
O -1.303 1.156 -0.199
C -2.262 -0.309 -3.021
C -1.785 0.888 -3.600
C -0.880 0.808 -4.617
C -0.438 -0.445 -5.110
C 0.482 -0.533 -6.182
C 0.876 -1.750 -6.659
C 0.372 -2.939 -6.088
C -0.507 -2.888 -5.045
C -0.935 -1.638 -4.534
C -1.843 -1.550 -3.445
C -2.343 -2.771 -2.739
C -3.512 -3.442 -3.201
C -4.176 -3.056 -4.391
C -5.314 -3.700 -4.788
C -5.841 -4.761 -4.020
C -5.220 -5.154 -2.870
C -4.044 -4.501 -2.428
C -3.400 -4.875 -1.221
C -2.259 -4.255 -0.813
C -1.726 -3.203 -1.591
S -0.207 -2.378 -1.149
O -0.562 -1.489 0.049
C 0.680 -3.755 -0.461
C 1.362 -4.589 -1.335
C 2.090 -5.646 -0.819
C 2.158 -5.872 0.556
C 3.006 -6.980 1.110
C 1.450 -5.026 1.408
C 0.715 -3.961 0.908
H -8.871 0.739 -5.105
H -9.512 0.964 -3.466
H -9.345 -0.653 -4.123
H -6.507 0.708 -5.370
H -4.243 0.466 -4.456
H -5.940 -0.455 -0.588
H -8.197 -0.248 -1.542
H -2.152 1.838 -3.235
H -0.489 1.712 -5.068
H 0.864 0.380 -6.620
H 1.576 -1.809 -7.481
H 0.689 -3.895 -6.484
H -0.898 -3.800 -4.611
H -3.763 -2.257 -4.993
H -5.810 -3.407 -5.704
H -6.735 -5.269 -4.355
H -5.615 -5.973 -2.283
H -3.820 -5.681 -0.633
H -1.755 -4.572 0.089
H 1.332 -4.411 -2.403
H 2.625 -6.303 -1.492
H 3.172 -7.761 0.371
H 2.551 -7.424 1.994
H 3.982 -6.589 1.404
H 1.471 -5.207 2.475
H 0.150 -3.308 1.563
C 0.035 5.947 -1.988
C -0.309 4.648 -2.333
C 0.176 3.585 -1.586
C 0.991 3.814 -0.482
C 1.377 5.116 -0.172
C 0.894 6.177 -0.922
P 1.545 2.426 0.542
C 1.462 2.952 2.284
C 2.406 3.828 2.832
C 2.307 4.232 4.153
C 1.266 3.771 4.946
C 0.318 2.910 4.413
C 0.417 2.502 3.092
C 3.291 2.197 0.143
C 4.259 1.924 1.109
C 5.576 1.705 0.731
C 5.926 1.739 -0.609
C 4.961 1.980 -1.578
C 3.648 2.209 -1.206
H -0.358 6.781 -2.554
H -0.958 4.466 -3.180
H -0.063 2.567 -1.869
H 2.046 5.314 0.654
H 1.187 7.187 -0.670
H 3.230 4.191 2.232
H 3.047 4.906 4.564
H 1.194 4.083 5.979
H -0.501 2.558 5.025
H -0.344 1.849 2.681
H 3.998 1.891 2.161
H 6.328 1.512 1.485
H 6.955 1.575 -0.902
H 5.232 1.987 -2.624
H 2.896 2.391 -1.964
O -2.938 2.808 -0.839
B -1.926 2.339 -0.002
O -1.650 3.223 1.030
C -2.466 4.309 0.787
C -2.555 5.484 1.493
C -3.469 6.424 1.017
C -4.247 6.178 -0.109
C -4.150 4.977 -0.812
C -3.245 4.062 -0.333
H -1.944 5.666 2.365
H -3.577 7.364 1.540
H -4.942 6.933 -0.450
H -4.757 4.771 -1.683

---

[3]
118
Properties=species:S:1:pos:R:3 method="wB97M-V/def2-TZVPD" lumo_ev="-1.915 / -2.573" total_charge=+1 homo_energy_ev="-8.217 / -9.810" multiplicity=3 orbital_gap_ev="6.3016 / 7.2372"
Pd -0.021 0.179 -0.654
C -2.302 -1.182 4.200
N -2.477 -0.971 2.775
C -1.520 -0.984 1.802
N -2.053 -0.773 0.615
C -3.408 -0.620 0.809
C -3.677 -0.720 2.165
C -4.913 -0.509 2.943
C -5.608 -1.568 3.518
C -6.801 -1.338 4.187
C -7.304 -0.051 4.295
C -6.602 1.014 3.747
C -5.411 0.787 3.078
C -4.331 -0.405 -0.320
C -3.805 -0.310 -1.609
C -4.620 -0.038 -2.695
C -5.986 0.115 -2.517
C -6.531 -0.045 -1.252
C -5.716 -0.299 -0.161
P 0.208 -1.433 2.177
C 0.847 -2.109 0.604
N 0.919 -1.633 -0.642
C 1.582 -2.570 -1.410
C 1.962 -3.617 -0.571
N 1.480 -3.318 0.671
C 1.624 -4.174 1.838
C 2.790 -4.807 -0.823
C 2.291 -6.088 -0.589
C 3.076 -7.204 -0.834
C 4.371 -7.050 -1.306
C 4.882 -5.777 -1.524
C 4.098 -4.661 -1.285
C 1.751 -2.457 -2.839
C 2.207 -3.493 -3.637
C 2.449 -3.310 -4.992
C 2.265 -2.039 -5.596
C 1.732 -1.020 -4.893
C 1.308 -1.175 -3.468
C 1.048 0.181 2.135
N 1.303 0.847 1.024
C 2.146 1.885 1.342
C 2.385 1.833 2.709
N 1.699 0.740 3.185
C 1.634 0.291 4.564
C 3.161 2.723 3.590
C 4.307 2.269 4.241
C 5.052 3.134 5.027
C 4.662 4.457 5.170
C 3.513 4.912 4.537
C 2.764 4.049 3.755
C 2.723 2.761 0.302
C 3.764 3.654 0.572
C 4.305 4.438 -0.433
C 3.822 4.352 -1.730
C 2.799 3.461 -2.015
C 2.260 2.672 -1.013
H -1.247 -1.332 4.413
H -2.856 -2.063 4.520
H -2.666 -0.323 4.761
H -5.231 -2.579 3.419
H -7.349 -2.169 4.612
H -8.247 0.123 4.797
H -6.990 2.022 3.828
H -4.866 1.612 2.635
H -2.749 -0.474 -1.760
H -4.180 0.052 -3.680
H -6.625 0.347 -3.360
H -7.602 0.029 -1.111
H -6.168 -0.427 0.810
H 2.531 -4.762 1.739
H 0.771 -4.845 1.934
H 1.696 -3.576 2.740
H 1.273 -6.213 -0.238
H 2.673 -8.193 -0.665
H 4.978 -7.923 -1.505
H 5.895 -5.656 -1.884
H 4.496 -3.670 -1.460
H 2.393 -4.466 -3.208
H 2.819 -4.136 -5.584
H 2.542 -1.901 -6.634
H 1.574 -0.049 -5.343
H 1.715 -0.333 -2.892
H 2.412 0.780 5.140
H 1.782 -0.786 4.612
H 0.670 0.539 5.010
H 4.637 1.246 4.102
H 5.946 2.777 5.523
H 5.257 5.136 5.765
H 3.203 5.942 4.648
H 1.876 4.400 3.243
H 4.169 3.733 1.568
H 5.116 5.116 -0.200
H 4.249 4.966 -2.512
H 2.416 3.374 -3.024
H 1.477 1.969 -1.262
N -1.202 1.862 -0.455
C -1.015 2.969 -1.350
C -0.970 4.254 -0.836
C -0.843 5.345 -1.677
C -0.750 5.130 -3.042
C -0.780 3.841 -3.546
C -0.931 2.725 -2.720
C -0.952 1.351 -3.290
C -1.408 1.212 -4.635
C -1.458 -0.036 -5.277
C -0.950 -1.143 -4.684
C -0.301 -1.050 -3.336
C -0.560 0.225 -2.599
H -1.170 2.186 0.505
H -2.121 1.450 -0.618
H -1.046 4.406 0.236
H -0.818 6.349 -1.275
H -0.658 5.969 -3.720
H -0.667 3.699 -4.612
H -1.806 2.070 -5.157
H -1.891 -0.099 -6.268
H -0.966 -2.109 -5.170
H -0.632 -1.905 -2.738

---

[4]
122
Properties=species:S:1:pos:R:3 method="wB97M-V/def2-TZVPD" lumo_ev=2.447 de_lowest_kj_mol=221.4 total_charge=-1 homo_energy_ev=-4.729 orbital_gap_ev=7.1767
Mg 0.224 0.174 -0.146
O 1.913 2.731 4.372
C 2.725 1.662 4.300
C 3.597 1.427 5.365
C 4.471 0.355 5.334
C 4.490 -0.516 4.246
C 3.606 -0.296 3.205
C 2.719 0.777 3.210
C 1.762 0.902 2.080
O 1.542 -0.113 1.353
N 1.166 2.087 1.956
N 0.156 1.996 1.006
C -0.480 3.041 0.677
C -1.659 2.857 -0.252
C -2.719 3.997 -0.284
C -2.831 4.797 -1.540
C -2.203 4.394 -2.647
C -1.365 3.203 -2.718
C -1.109 2.431 -1.636
O -0.384 1.349 -1.646
H 1.440 2.776 3.495
H 3.572 2.111 6.203
H 5.147 0.198 6.167
H 5.176 -1.353 4.218
H 3.562 -0.971 2.359
H -0.215 4.019 1.081
H -2.595 4.652 0.584
H -3.443 5.691 -1.533
H -2.316 4.979 -3.555
H -0.937 2.901 -3.665
O 1.965 0.060 -1.565
C 2.064 -1.279 -2.092
C 0.658 -1.961 -2.044
O 0.391 -2.883 -2.804
O -0.084 -1.514 -1.110
C 2.988 -2.021 -1.126
C 4.089 -1.359 -0.594
C 4.964 -2.020 0.255
C 4.737 -3.348 0.601
C 3.634 -4.008 0.079
C 2.770 -3.351 -0.790
C 2.683 -1.256 -3.486
C 2.847 -2.437 -4.210
C 3.441 -2.416 -5.461
C 3.887 -1.220 -6.013
C 3.738 -0.046 -5.295
C 3.143 -0.066 -4.036
H 1.321 0.568 -2.098
H 4.247 -0.317 -0.837
H 5.815 -1.488 0.663
H 5.410 -3.858 1.280
H 3.430 -5.037 0.353
H 1.910 -3.873 -1.191
H 2.490 -3.367 -3.792
H 3.552 -3.343 -6.011
H 4.350 -1.208 -6.992
H 4.085 0.894 -5.706
H 3.043 0.853 -3.477
C -4.018 -0.733 0.731
N -3.734 -1.218 2.079
C -2.819 -2.353 2.126
P -0.968 -2.033 1.966
C -0.522 -3.795 1.713
C -0.214 -4.700 2.726
C 0.104 -6.019 2.424
C 0.110 -6.453 1.105
C -0.202 -5.559 0.087
C -0.508 -4.238 0.388
C -0.457 -1.675 3.682
C -1.286 -0.930 4.522
C -0.832 -0.484 5.757
C 0.463 -0.766 6.167
C 1.306 -1.483 5.328
C 0.854 -1.923 4.093
C -4.660 -1.003 3.107
C -5.641 0.003 3.016
C -6.536 0.240 4.046
C -6.505 -0.500 5.218
C -5.545 -1.494 5.325
C -4.646 -1.749 4.300
P -2.634 0.137 -0.173
C -2.777 1.904 0.387
C -2.610 1.777 1.890
C -3.397 2.371 2.782
C -4.557 3.185 2.387
C -4.806 3.417 1.102
C -3.861 2.977 0.024
C -3.241 -0.120 -1.882
C -3.750 0.829 -2.763
C -4.107 0.473 -4.059
C -3.950 -0.832 -4.498
C -3.414 -1.784 -3.640
C -3.056 -1.425 -2.351
H -4.886 -0.087 0.730
H -4.269 -1.586 0.088
H -3.041 -3.027 1.289
H -2.968 -2.935 3.028
H -0.219 -4.380 3.761
H 0.346 -6.707 3.225
H 0.362 -7.481 0.871
H -0.187 -5.875 -0.948
H -0.691 -3.533 -0.419
H -2.290 -0.670 4.207
H -1.491 0.100 6.388
H 0.826 -0.406 7.122
H 2.333 -1.667 5.617
H 1.542 -2.430 3.425
H -5.706 0.641 2.151
H -7.264 1.033 3.920
H -7.198 -0.302 6.024
H -5.484 -2.096 6.224
H -3.924 -2.533 4.459
H -1.817 1.130 2.251
H -3.221 2.197 3.837
H -5.219 3.560 3.158
H -5.678 3.991 0.803
H -4.425 2.742 -0.872
H -3.834 1.866 -2.479
H -4.491 1.232 -4.729
H -4.215 -1.101 -5.514
H -3.235 -2.795 -3.981
H -2.572 -2.160 -1.714